Formula: C3H3NS2
Source: the Open Molecules 2025 dataset
Level of theory: ωB97M-V/def2-TZVPD

The energy relative to the best compared isomer or geometry (same formula, charge and spin) is 27.69 kcal/mol. The SMILES is S=C1C=NCS1. The value obtained for the gap between HOMO and LUMO (alpha / beta) is 0.2759 / 0.2759 Eh.

Geometry as ORCA input:
```
! wB97M-V def2-TZVPD RIJCOSX def2/J DEFGRID3
* xyz 0 1
C -0.98 -0.04 1.17
C -1.59 1.24 1.13
C 0.29 0.38 -0.69
N -0.12 -0.47 0.34
S -2.59 2.13 1.95
S -0.59 1.97 -0.76
H -1.27 -0.71 1.98
H 1.35 0.61 -0.53
H 0.21 -0.13 -1.65
*
```

These are the Löwdin partial charges, in e, on atoms 1 to 8:
1. C -0.29
2. C -0.85
3. C -0.61
4. N 0.01
5. S 0.75
6. S 0.71
7. H 0.12
8. H 0.08

***

Formula: C3H3NS2
Source: the Open Molecules 2025 dataset
Level of theory: ωB97M-V/def2-TZVPD

The energy relative to the best compared isomer or geometry (same formula, charge and spin) is 20.69 kcal/mol. The SMILES is N#CC(=S)CS. The value obtained for the gap between HOMO and LUMO is 0.2901 Eh.

Geometry as ORCA input:
```
! wB97M-V def2-TZVPD RIJCOSX def2/J DEFGRID3
* xyz 0 1
C -0.35 -0.47 0.53
C 0.92 0.14 0.04
C 1.00 1.56 -0.13
H -1.86 -1.23 -1.18
H -0.39 -0.02 1.50
H -0.25 -1.62 0.53
N 0.75 2.66 -0.37
S -1.87 -0.12 -0.46
S 2.06 -0.90 -0.46
*
```

These are the Löwdin partial charges, in e, on atoms 1 to 8:
1. C -0.60
2. C -0.86
3. C -0.26
4. H -0.16
5. H 0.07
6. H 0.09
7. N 0.20
8. S 0.72

***

Formula: C3H3NS2
Source: the Open Molecules 2025 dataset
Level of theory: ωB97M-V/def2-TZVPD

The expectation value of S² is 2.01. The energy relative to the best compared isomer or geometry (same formula, charge and spin) is 24.08 kcal/mol. The value obtained for the gap between HOMO and LUMO (alpha / beta) is 0.2681 / 0.2571 Eh.

Geometry as ORCA input:
```
! wB97M-V def2-TZVPD RIJCOSX def2/J DEFGRID3
* xyz 0 3
C -2.57 1.49 -0.09
C -2.74 0.12 0.08
C -0.07 -0.12 0.08
N -2.63 2.63 -0.05
S -4.87 -0.39 0.05
S -1.65 -1.12 -0.13
H 0.55 -0.57 -0.71
H 0.24 -0.40 1.08
H -0.38 0.86 -0.02
*
```

These are the Löwdin partial charges, in e, on atoms 1 to 8:
1. C -0.43
2. C -0.84
3. C -0.26
4. N 0.17
5. S 0.45
6. S 0.84
7. H 0.05
8. H 0.04

***

Formula: C3H3NS3
Source: the Open Molecules 2025 dataset
Level of theory: ωB97M-V/def2-TZVPD

The energy relative to the best compared isomer or geometry (same formula, charge and spin) is 33.78 kcal/mol. The SMILES is NC(=S)C(=S)C=S. The value obtained for the gap between HOMO and LUMO is 0.2399 Eh.

Geometry as ORCA input:
```
! wB97M-V def2-TZVPD RIJCOSX def2/J DEFGRID3
* xyz 0 1
C 0.65 0.28 -0.35
C -0.55 -0.41 0.17
C -1.60 0.46 0.68
H 1.77 -1.39 -0.13
H 2.60 -0.04 -0.77
H -1.25 1.42 1.08
N 1.70 -0.49 -0.62
S 0.59 1.87 -0.70
S -0.72 -2.01 0.04
S -3.19 0.30 0.60
*
```

These are the Löwdin partial charges, in e, on atoms 1 to 8:
1. C -0.94
2. C -0.85
3. C -0.78
4. H 0.07
5. H 0.11
6. H 0.02
7. N 0.05
8. S 0.75

***

Formula: C3H3NaO2
Source: the Open Molecules 2025 dataset
Level of theory: ωB97M-V/def2-TZVPD

The energy relative to the best compared isomer or geometry (same formula, charge and spin) is 105.70 kcal/mol. The value obtained for the gap between HOMO and LUMO is 0.2315 Eh.

Geometry as ORCA input:
```
! wB97M-V def2-TZVPD RIJCOSX def2/J DEFGRID3
* xyz 0 1
C -2.01 -0.02 0.41
C -2.60 -1.06 0.96
H -1.72 0.85 1.01
H 0.48 -0.22 0.02
H -2.17 0.10 -0.67
O 1.88 -1.79 0.15
C 1.60 -0.63 -0.12
O 2.35 0.28 -0.58
Na 2.18 2.49 -1.17
*
```

These are the Löwdin partial charges, in e, on atoms 1 to 8:
1. C -0.22
2. C 0.10
3. H 0.06
4. H 0.09
5. H 0.06
6. O -0.04
7. C -0.64
8. O -0.22

***

Formula: C3H3O2Pd
Source: the Open Molecules 2025 dataset
Level of theory: ωB97M-V/def2-TZVPD

The expectation value of S² is 2.00. The value obtained for the gap between HOMO and LUMO (alpha / beta) is 0.3520 / 0.1684 Eh.

Geometry as ORCA input:
```
! wB97M-V def2-TZVPD RIJCOSX def2/J DEFGRID3
* xyz 3 3
O -1.56 -1.03 -1.01
C -0.44 -1.00 -0.91
H 1.14 -1.32 -1.66
C 0.95 -0.77 -0.63
H 1.58 0.13 -0.52
H 1.34 -1.49 0.10
C -0.14 1.02 0.86
Pd -2.02 2.78 2.33
O -0.84 1.70 1.44
*
```

These are the Löwdin partial charges, in e, on atoms 1 to 8:
1. O 0.41
2. C -0.04
3. H 0.22
4. C 0.02
5. H 0.13
6. H 0.16
7. C 0.33
8. Pd 1.77

***

Formula: C3H3O2Pt
Source: the Open Molecules 2025 dataset
Level of theory: ωB97M-V/def2-TZVPD

The expectation value of S² is 2.01. The energy relative to the best compared isomer or geometry (same formula, charge and spin) is 22.70 kcal/mol. The value obtained for the gap between HOMO and LUMO (alpha / beta) is 0.2748 / 0.2237 Eh.

Geometry as ORCA input:
```
! wB97M-V def2-TZVPD RIJCOSX def2/J DEFGRID3
* xyz 1 3
O -0.26 1.15 -0.06
Pt 2.78 0.47 0.31
O 1.77 1.59 -0.74
C 1.03 0.82 -0.07
C -1.17 0.12 0.13
C -0.81 -1.16 -0.07
H -1.96 0.41 0.83
H -0.08 -1.47 -0.82
H -1.30 -1.94 0.50
*
```

These are the Löwdin partial charges, in e, on atoms 1 to 8:
1. O 0.05
2. Pt 1.33
3. O -0.09
4. C -0.56
5. C -0.12
6. C 0.07
7. H 0.14
8. H 0.08

***

Formula: C3H3O2Sc
Source: the Open Molecules 2025 dataset
Level of theory: ωB97M-V/def2-TZVPD

The energy relative to the best compared isomer or geometry (same formula, charge and spin) is 0.00 kcal/mol. The value obtained for the gap between HOMO and LUMO (alpha / beta) is 0.2385 / 0.2379 Eh.

Geometry as ORCA input:
```
! wB97M-V def2-TZVPD RIJCOSX def2/J DEFGRID3
* xyz 0 1
O -0.84 0.37 2.28
Sc 3.35 -0.21 0.89
O 1.58 0.20 -0.14
C 0.38 -0.23 0.21
C -0.34 0.36 1.19
C -0.83 -0.10 -0.87
H -0.68 -0.96 -1.55
H -0.76 0.81 -1.48
H -1.87 -0.25 -0.52
*
```

These are the Löwdin partial charges, in e, on atoms 1 to 8:
1. O 0.10
2. Sc 0.88
3. O -0.50
4. C -0.46
5. C -0.19
6. C -0.05
7. H 0.06
8. H 0.08

***

Formula: C3H3O3
Source: the Open Molecules 2025 dataset
Level of theory: ωB97M-V/def2-TZVPD

The energy relative to the best compared isomer or geometry (same formula, charge and spin) is 15.45 kcal/mol. The value obtained for the gap between HOMO and LUMO is 0.3848 Eh.

Geometry as ORCA input:
```
! wB97M-V def2-TZVPD RIJCOSX def2/J DEFGRID3
* xyz 1 1
C -1.47 1.94 1.55
C 0.77 -1.10 0.12
C 0.42 -0.96 -1.10
O -2.10 2.38 2.40
O 0.20 -0.87 -2.29
O -0.72 1.36 0.87
H 0.36 -0.65 0.98
H 1.68 -1.80 0.29
H 0.87 -0.30 -2.83
*
```

These are the Löwdin partial charges, in e, on atoms 1 to 8:
1. C -0.39
2. C 0.17
3. C -0.05
4. O 0.28
5. O 0.30
6. O 0.16
7. H 0.08
8. H 0.18

***

Formula: C3H3O3P
Source: the Open Molecules 2025 dataset
Level of theory: ωB97M-V/def2-TZVPD

The energy relative to the best compared isomer or geometry (same formula, charge and spin) is 24.11 kcal/mol. The value obtained for the gap between HOMO and LUMO is 0.3168 Eh.

Geometry as ORCA input:
```
! wB97M-V def2-TZVPD RIJCOSX def2/J DEFGRID3
* xyz 0 1
C 1.38 0.41 -0.56
C 0.83 -0.22 0.49
C -0.21 -1.12 0.33
O -0.66 -2.11 0.79
O -1.84 1.57 0.69
O -1.42 -0.49 -0.94
P -2.37 0.71 -0.43
H 2.09 1.27 -0.38
H 1.02 0.09 -1.50
H 1.19 -0.11 1.51
*
```

These are the Löwdin partial charges, in e, on atoms 1 to 8:
1. C 0.11
2. C -0.12
3. C -0.26
4. O 0.21
5. O -0.52
6. O -0.48
7. P 0.75
8. H 0.11

***

We obtain energy values of -26318.08668; -26318.39038; -26315.66987; -37153.97955; -11666.74579; -10689.63449; -10486.28979; -27949.74480; -9292.25208; -18589.83484 eV for the records listed above, in that order.